Here is a cluster of 3 separate species, C18H34N3O8 in total in a non-equilibrium geometry from OMol25. Energies are from ωB97M-V/def2-TZVPD.

Element x y z (Å)
C: -4.947 -6.181 -2.362
C: -4.411 -6.382 -0.927
C: -2.888 -6.661 -0.935
C: -2.056 -5.675 -0.117
O: -2.605 -4.312 -0.131
C: -2.023 -3.463 -0.942
C: -1.694 -3.765 -2.276
N: -1.145 -2.930 -3.107
N: -0.898 -1.738 -2.630
C: -0.322 -0.757 -3.573
C: -1.461 0.162 -4.058
O: -2.310 0.598 -3.323
C: -1.116 -1.322 -1.404
C: -1.695 -2.194 -0.506
O: -1.954 -1.790 0.749
N: -2.953 -0.629 0.668
O: -4.011 -1.023 0.796
H: -5.056 -7.172 -2.803
H: -5.912 -5.682 -2.369
H: -4.236 -5.631 -2.983
H: -4.699 -5.531 -0.313
H: -4.893 -7.271 -0.525
H: -2.712 -7.647 -0.504
H: -2.544 -6.727 -1.970
H: -1.022 -5.623 -0.459
H: -2.066 -5.982 0.925
H: -1.908 -4.756 -2.646
H: 0.467 -0.183 -3.088
H: 0.081 -1.289 -4.430
H: -1.482 0.401 -5.138
H: -0.877 -0.326 -1.060
C: 3.187 4.587 -1.175
O: 2.097 4.695 -0.273
C: 0.836 4.560 -0.908
C: 0.246 3.190 -0.663
O: 1.000 2.169 -1.318
C: 1.844 1.452 -0.431
H: 4.101 4.526 -0.587
H: 3.109 3.692 -1.798
H: 3.241 5.474 -1.814
H: 0.914 4.763 -1.980
H: 0.172 5.311 -0.471
H: -0.766 3.160 -1.080
H: 0.175 2.990 0.410
H: 1.239 0.809 0.222
H: 2.461 2.112 0.181
H: 2.502 0.823 -1.031
C: 3.249 5.555 4.016
O: 2.119 4.706 4.126
C: 2.023 3.773 3.064
C: 2.466 2.392 3.498
O: 3.858 2.349 3.763
C: 4.160 2.362 5.149
H: 3.340 6.112 4.947
H: 4.168 4.985 3.856
H: 3.111 6.266 3.194
H: 2.596 4.109 2.196
H: 0.967 3.728 2.773
H: 2.276 1.687 2.679
H: 1.893 2.059 4.369
H: 3.886 1.405 5.606
H: 3.645 3.175 5.666
H: 5.233 2.504 5.256

Values from the calculation:
- Kohn-Sham gap: 0.229 Eh
- Charge: +1
- E_HOMO: -10.719 eV

Here is a structure of composition C18H34N6NiO in a non-equilibrium geometry from OMol25. Energies are from ωB97M-V/def2-TZVPD.

Element x y z (Å)
Ni: -1.731 -2.355 0.120
N: 5.038 -3.172 0.218
C: 3.612 -2.464 0.430
C: 3.654 -1.165 -0.295
C: 2.244 -0.620 -0.515
N: 1.696 -0.216 0.806
C: 1.270 -1.584 -1.172
C: 1.193 -2.852 -0.449
N: 0.222 -2.617 0.711
C: 2.599 -3.459 -0.078
H: 5.898 -2.679 0.575
H: 5.201 -3.316 -0.750
H: 5.122 -4.105 0.570
H: 3.641 -2.401 1.479
H: 4.100 -1.302 -1.306
H: 4.297 -0.435 0.182
H: 2.465 0.268 -1.137
H: 0.815 0.232 0.653
H: 2.318 0.480 1.150
H: 1.490 -1.777 -2.228
H: 0.295 -1.119 -1.176
H: 0.750 -3.558 -1.128
H: 0.671 -1.822 1.195
H: 0.275 -3.417 1.364
H: 2.981 -3.818 -1.089
H: 2.525 -4.302 0.632
N: -5.100 3.982 -0.234
C: -3.833 3.497 -0.386
O: -2.834 4.177 -0.385
C: -3.574 1.999 -0.432
C: -2.640 1.519 -1.290
C: -2.184 0.258 -1.173
N: -2.649 -0.578 -0.224
C: -3.604 -0.133 0.591
C: -4.075 1.189 0.579
H: -5.218 4.953 -0.258
H: -5.885 3.381 -0.220
H: -2.291 2.191 -2.063
H: -1.461 -0.157 -1.899
H: -4.014 -0.861 1.287
H: -4.830 1.591 1.317
C: 0.516 5.001 0.988
C: 1.484 3.909 0.486
C: 2.943 4.441 0.596
C: 1.076 3.553 -0.945
H: 0.589 5.139 2.038
H: -0.492 4.605 0.821
H: 0.563 5.873 0.380
H: 1.416 2.986 1.062
H: 2.999 5.326 -0.066
H: 3.727 3.752 0.355
H: 3.079 4.775 1.625
H: 0.094 3.215 -1.102
H: 1.841 3.479 -1.672
C: -5.047 -5.269 0.280
C: -4.148 -4.181 0.008
N: -3.370 -3.375 -0.157
H: -6.092 -4.923 0.363
H: -4.735 -5.590 1.308
H: -4.889 -6.148 -0.344

Values from the calculation:
- Expectation value of S²: 2.009
- Kohn-Sham gap (spin up / spin down): 0.241 / 0.294 Eh
- Charge: +2
- Spin multiplicity: 3
- E_HOMO (spin up / spin down): -11.901 / -13.324 eV
- ΔE to the lowest compared entry with this formula, charge and spin: 15.97 kcal per mole

Here is a structure of composition C18H34N8STm in a non-equilibrium geometry from OMol25. Energies are from ωB97M-V/def2-TZVPD.

Element x y z (Å)
Tm: -0.237 -0.336 0.247
C: 1.245 2.852 -1.151
C: 0.685 2.996 0.279
N: -0.423 2.051 0.626
C: -1.742 2.406 0.075
C: -2.888 1.379 0.314
N: -2.650 -0.023 -0.103
C: -3.308 -0.419 -1.382
C: -2.800 -1.676 -2.117
C: -2.012 -2.754 -1.338
N: -0.574 -2.450 -1.027
C: 0.381 -2.699 -2.145
C: 2.269 -0.897 -1.969
N: 2.899 1.021 -0.426
C: 2.673 2.265 -1.213
H: 1.249 3.803 -1.689
H: 0.575 2.203 -1.727
H: 0.360 4.040 0.463
H: 1.513 2.722 0.959
H: -0.474 2.032 1.651
H: -1.664 2.618 -1.017
H: -2.131 3.342 0.540
H: -3.781 1.738 -0.236
H: -3.135 1.377 1.372
H: -3.040 -0.600 0.651
H: -3.187 0.450 -2.075
H: -4.415 -0.566 -1.167
H: -2.226 -1.399 -3.041
H: -3.678 -2.190 -2.509
H: -2.034 -3.675 -1.963
H: -2.535 -2.879 -0.398
H: -0.340 -3.127 -0.297
H: -0.176 -3.248 -2.948
H: 1.205 -3.317 -1.747
H: 2.853 -0.274 -2.663
H: 2.911 -1.741 -1.687
H: 3.901 0.757 -0.555
H: 2.894 2.104 -2.288
H: 3.381 3.008 -0.800
N: 1.245 -1.610 -4.064
C: 1.000 -1.375 -2.715
S: -0.211 0.125 -2.558
N: 2.025 -0.121 -0.724
N: 2.004 -1.053 0.461
C: 2.543 -0.591 1.593
C: 1.803 -0.105 2.713
C: 2.423 0.551 3.794
C: 1.680 1.110 4.818
C: 0.293 0.869 4.843
C: -0.212 0.127 3.787
N: 0.440 -0.178 2.656
H: 1.189 -0.880 -4.768
H: 1.774 -2.456 -4.324
H: 3.651 -0.545 1.621
H: 3.512 0.622 3.798
H: 2.207 1.661 5.612
H: -0.397 1.098 5.618
H: -1.234 -0.216 3.818
C: -1.656 -1.833 1.869
H: -2.383 -2.583 1.560
H: -2.256 -1.141 2.527
H: -0.984 -2.374 2.566

Values from the calculation:
- Expectation value of S²: 2.044
- Kohn-Sham gap (spin up / spin down): 0.185 / 0.184 Eh
- Charge: +1
- Spin multiplicity: 3
- E_HOMO (spin up / spin down): -9.951 / -9.934 eV

Here is a structure of composition C18H34N9Pd from OMol25. Energies are from ωB97M-V/def2-TZVPD.

Element x y z (Å)
Pd: 0.460 -0.543 -1.203
C: -2.390 3.212 -0.485
N: -3.030 2.098 -1.151
C: -4.250 2.433 -1.858
C: -2.228 1.067 -1.581
N: -0.953 1.128 -1.684
N: -2.911 -0.100 -1.852
C: -2.423 -1.263 -2.404
N: -3.406 -2.170 -2.697
N: -1.184 -1.427 -2.677
H: -3.145 3.740 0.092
H: -1.933 3.922 -1.182
H: -1.642 2.829 0.208
H: -4.814 3.149 -1.264
H: -4.883 1.565 -2.022
H: -4.032 2.890 -2.829
H: -0.577 2.062 -1.569
H: -3.885 -0.106 -1.589
H: -4.283 -2.132 -2.207
H: -3.127 -3.095 -2.978
H: -0.992 -2.306 -3.150
N: 3.397 -1.714 -0.844
N: 2.241 -2.089 -1.605
H: 4.181 -2.347 -1.021
H: 3.157 -1.788 0.144
H: 1.971 -3.065 -1.452
H: 2.458 -1.955 -2.596
C: 1.853 3.354 2.035
C: 2.681 2.681 0.937
C: 3.763 1.792 1.553
C: 3.315 3.742 0.023
N: 1.718 1.829 0.215
N: 2.188 1.036 -0.863
H: 2.476 3.984 2.663
H: 1.384 2.599 2.659
H: 1.074 3.976 1.597
H: 4.359 2.365 2.258
H: 4.437 1.404 0.791
H: 3.302 0.960 2.080
H: 3.934 4.423 0.600
H: 2.543 4.329 -0.476
H: 3.950 3.278 -0.731
H: 0.956 2.416 -0.122
H: 2.952 0.439 -0.535
H: 2.522 1.588 -1.665
C: -1.165 -5.298 1.524
C: -0.893 -4.875 0.214
C: -0.552 -3.574 -0.027
C: -0.461 -2.623 1.015
C: -0.081 -1.277 0.789
C: -0.036 -0.398 1.837
C: -0.364 -0.812 3.144
C: -0.716 -2.108 3.385
C: -0.763 -3.051 2.339
C: -1.100 -4.404 2.556
H: -1.427 -6.329 1.707
H: -0.953 -5.592 -0.594
H: -0.343 -3.232 -1.037
H: 0.265 0.633 1.681
H: -0.321 -0.094 3.952
H: -0.972 -2.432 4.382
H: -1.302 -4.725 3.567

Values from the calculation:
- Expectation value of S²: 2.008
- Kohn-Sham gap (spin up / spin down): 0.291 / 0.265 Eh
- Charge: +1
- Spin multiplicity: 3
- E_HOMO (spin up / spin down): -9.954 / -9.940 eV
- ΔE to the lowest compared entry with this formula, charge and spin: 6.97 kcal per mole